25
Properties=species:S:1:pos:R:3:forces:R:3:lowdin_charge:R:1 method="wB97M-V/def2-TZVPD" e_above_lowest_kcal_mol=140.55
C -1.74376 -0.15119 0.64694 0.9 -0.5 1.0 -0.285
C 2.45957 0.39151 -0.16867 2.1 -0.8 -1.5 -0.225
C -3.10579 1.59686 -0.63166 -0.9 -1.8 2.1 -0.061
C -1.01496 -0.92843 -0.39731 0.6 0.8 -3.4 -0.073
C 1.70129 -0.53096 0.70924 -0.3 0.7 1.6 -0.158
C 1.28050 -3.06772 0.00138 0.7 0.2 0.5 0.086
C 1.79450 1.74916 -0.18814 -1.0 -0.4 -3.5 -0.085
C -2.47848 0.95572 0.65959 -1.4 0.1 -2.7 -0.060
C -0.72741 -0.50300 1.68169 -0.1 0.6 0.5 0.194
C 1.23129 -1.85804 0.49101 0.0 0.1 0.4 -0.215
C 0.16705 -0.87272 0.56068 -1.1 0.4 0.1 -0.372
H 2.24620 -3.50380 -0.12333 0.3 -0.7 -0.4 0.059
H 2.41939 2.61712 -0.23120 0.6 0.3 0.5 0.062
H -2.31752 1.58482 -1.32782 0.7 0.2 -1.4 0.035
H 2.55129 -0.15195 -1.13387 -0.2 0.8 0.1 0.122
H -3.95879 0.91879 -0.97135 1.0 1.1 0.3 0.103
H -2.78194 1.45567 1.52574 0.2 0.4 1.6 0.081
H 1.69317 -0.19686 1.76283 0.4 -0.5 -0.3 0.149
H 1.14138 1.86408 -1.14262 0.8 -0.3 1.6 0.111
H -1.01650 -0.55431 -1.49915 0.2 -0.5 1.7 0.140
H -1.14339 -2.00754 -0.43196 -1.1 0.0 -0.2 0.098
H 0.36195 -3.58994 -0.15439 -0.2 -0.5 -0.2 0.061
H -3.45989 2.60733 -0.40947 0.0 -0.3 -0.2 0.065
H 1.16124 1.66288 0.63465 -1.2 1.1 1.4 0.041
H 3.53960 0.51249 0.13718 -1.1 -0.4 0.2 0.129